No. 1
Molecular formula: C46H46Br2MoN3OSbSe4
Method: DFT, ωB97M-V/def2-TZVPD

LUMO (eV): -2.355
HOMO (eV): -6.922
Frontier orbital gap (eV): 4.57

Atoms and positions in Å:
Mo (-0.722, 0.864, -0.345)
C (-2.657, 3.150, -3.215)
C (-3.437, 3.048, -1.949)
C (-4.642, 3.797, -1.834)
C (-5.438, 3.679, -0.739)
C (-5.045, 2.802, 0.300)
C (-5.795, 2.545, 1.475)
Br (-7.455, 3.414, 1.745)
C (-5.356, 1.669, 2.424)
C (-4.120, 1.016, 2.253)
Br (-3.567, -0.240, 3.540)
C (-3.342, 1.265, 1.146)
O (-2.162, 0.702, 0.961)
C (-3.815, 2.143, 0.132)
N (-3.026, 2.261, -0.972)
H (-3.258, 3.608, -3.998)
H (-2.329, 2.174, -3.574)
H (-1.761, 3.768, -3.095)
H (-4.913, 4.447, -2.654)
H (-6.364, 4.232, -0.659)
H (-5.944, 1.470, 3.308)
C (4.665, 0.041, -0.242)
C (3.541, 1.019, -0.592)
C (3.937, 1.869, -1.798)
C (3.175, 1.915, 0.575)
C (4.112, 2.843, 1.020)
C (3.813, 3.735, 2.030)
C (2.557, 3.726, 2.608)
C (1.580, 2.812, 2.226)
C (0.237, 2.898, 2.922)
C (-0.241, 1.594, 3.569)
C (-0.817, 3.545, 2.019)
C (1.924, 1.903, 1.213)
N (1.003, 0.860, 0.813)
C (1.209, -0.341, 1.263)
C (0.517, -1.459, 0.563)
N (-0.240, -1.161, -0.449)
C (-0.697, -2.242, -1.293)
C (-1.912, -2.861, -0.980)
C (-2.276, -3.962, -1.748)
C (-1.453, -4.434, -2.758)
C (-0.259, -3.797, -3.038)
C (0.148, -2.675, -2.319)
C (1.436, -1.974, -2.690)
C (1.386, -1.513, -4.143)
C (2.651, -2.868, -2.437)
C (-2.816, -2.380, 0.135)
C (-4.000, -1.606, -0.447)
C (-3.296, -3.523, 1.029)
C (1.009, -2.710, 1.140)
C (0.780, -4.040, 0.900)
C (1.508, -4.988, 1.658)
C (2.429, -4.616, 2.607)
C (2.682, -3.246, 2.869)
C (3.597, -2.708, 3.808)
C (3.735, -1.348, 3.951)
C (2.991, -0.430, 3.174)
C (2.103, -0.931, 2.258)
C (1.950, -2.328, 2.122)
H (4.917, -0.557, -1.119)
H (4.395, -0.641, 0.565)
H (5.567, 0.577, 0.062)
H (2.661, 0.443, -0.879)
H (4.766, 2.538, -1.559)
H (3.110, 2.482, -2.158)
H (4.245, 1.234, -2.626)
H (5.088, 2.869, 0.553)
H (4.554, 4.454, 2.356)
H (2.321, 4.439, 3.389)
H (0.400, 3.596, 3.748)
H (-0.698, 0.910, 2.860)
H (-0.998, 1.818, 4.321)
H (0.580, 1.078, 4.072)
H (-0.895, 3.042, 1.050)
H (-0.560, 4.583, 1.805)
H (-1.802, 3.521, 2.490)
H (-3.213, -4.464, -1.545)
H (-1.751, -5.299, -3.335)
H (0.372, -4.166, -3.837)
H (1.537, -1.086, -2.064)
H (1.212, -2.355, -4.816)
H (2.323, -1.037, -4.429)
H (0.589, -0.789, -4.315)
H (2.615, -3.764, -3.059)
H (2.718, -3.186, -1.394)
H (3.566, -2.329, -2.689)
H (-2.253, -1.696, 0.771)
H (-4.587, -2.245, -1.111)
H (-3.666, -0.744, -1.030)
H (-4.656, -1.252, 0.350)
H (-3.956, -4.209, 0.495)
H (-3.857, -3.119, 1.873)
H (-2.458, -4.101, 1.424)
H (0.075, -4.371, 0.147)
H (1.334, -6.040, 1.472)
H (2.969, -5.373, 3.162)
H (4.192, -3.378, 4.416)
H (4.441, -0.961, 4.673)
H (3.141, 0.635, 3.297)
Se (0.706, 4.855, -4.328)
Sb (0.996, 2.710, -5.269)
Se (0.121, 1.744, -2.212)
Se (3.154, 1.781, -5.360)
Se (-0.838, 1.419, -6.009)

These are the Mulliken partial charges, in e, on atoms 1 to 6: atom 1 (Mo): -2.698, atom 2 (C): -1.211, atom 3 (C): 0.666, atom 4 (C): -0.867, atom 5 (C): -1.138, atom 6 (C): 0.879

No. 2
Molecular formula: C46H46BrF9IrOP2S6
Method: DFT, ωB97M-V/def2-TZVPD

LUMO (alpha / beta) (eV): -5.083 / -5.096
Charge: +1
HOMO (alpha / beta) (eV): -10.176 / -10.146
Frontier orbital gap (alpha / beta) (eV): 5.09 / 5.05

Atoms and positions in Å:
Ir (0.061, 0.329, 0.984)
F (-3.125, 6.738, 1.248)
C (-2.206, 5.794, 1.101)
C (-1.050, 6.043, 0.366)
F (-0.839, 7.237, -0.174)
C (-0.092, 5.046, 0.211)
F (1.011, 5.373, -0.465)
C (-0.239, 3.777, 0.767)
P (1.041, 2.455, 0.611)
C (1.926, 2.933, -0.898)
C (3.264, 3.304, -0.940)
C (3.835, 3.657, -2.152)
C (3.088, 3.626, -3.319)
C (1.759, 3.232, -3.284)
C (1.181, 2.884, -2.079)
C (2.008, 2.926, 2.078)
C (2.052, 2.056, 3.166)
C (2.736, 2.421, 4.310)
C (3.376, 3.650, 4.368)
C (3.348, 4.507, 3.281)
C (2.662, 4.152, 2.135)
C (-1.388, 3.561, 1.530)
Br (-1.653, 1.938, 2.483)
C (-2.359, 4.542, 1.694)
F (-3.431, 4.284, 2.435)
H (3.861, 3.328, -0.042)
H (4.871, 3.959, -2.183)
H (3.537, 3.904, -4.260)
H (1.177, 3.194, -4.195)
H (0.140, 2.587, -2.036)
H (1.555, 1.088, 3.100)
H (2.771, 1.750, 5.155)
H (3.895, 3.941, 5.267)
H (3.856, 5.458, 3.327)
H (2.649, 4.819, 1.287)
F (9.518, -0.530, 1.391)
C (8.214, -0.296, 1.276)
C (7.700, 0.954, 1.627)
F (8.516, 1.913, 2.062)
C (6.345, 1.205, 1.495)
F (5.858, 2.413, 1.812)
C (5.464, 0.223, 1.020)
S (3.782, 0.574, 0.865)
C (6.003, -1.023, 0.674)
F (5.190, -1.993, 0.231)
C (7.360, -1.284, 0.787)
F (7.843, -2.474, 0.426)
O (-1.951, -0.536, 0.405)
P (-2.668, -1.178, -0.751)
C (-1.984, -0.380, -2.299)
C (-2.558, -0.819, -3.650)
C (-1.826, -1.996, -4.295)
C (-0.325, -1.740, -4.355)
C (0.218, -1.521, -2.948)
C (-0.459, -0.306, -2.331)
C (-4.494, -0.781, -0.706)
C (-4.986, -0.917, 0.744)
C (-6.231, -0.068, 0.978)
C (-5.897, 1.424, 0.850)
C (-4.766, 1.651, -0.160)
C (-4.854, 0.603, -1.263)
C (-2.407, -3.035, -0.790)
C (-3.583, -3.938, -0.379)
C (-3.426, -4.526, 1.028)
C (-2.723, -3.527, 1.936)
C (-1.273, -3.348, 1.498)
C (-1.131, -3.403, -0.029)
H (-2.316, 0.651, -2.104)
H (-2.475, 0.033, -4.332)
H (-3.620, -1.051, -3.550)
H (-2.220, -2.135, -5.303)
H (-2.014, -2.920, -3.744)
H (-0.132, -0.853, -4.962)
H (0.180, -2.585, -4.823)
H (1.294, -1.342, -2.975)
H (0.047, -2.415, -2.350)
H (-0.175, 0.560, -2.935)
H (-0.082, -0.120, -1.306)
H (-4.973, -1.532, -1.342)
H (-4.205, -0.578, 1.428)
H (-5.215, -1.958, 0.976)
H (-6.626, -0.262, 1.975)
H (-7.002, -0.368, 0.266)
H (-5.598, 1.819, 1.822)
H (-6.790, 1.965, 0.540)
H (-3.801, 1.556, 0.339)
H (-4.830, 2.658, -0.577)
H (-4.230, 0.869, -2.115)
H (-5.882, 0.577, -1.632)
H (-2.216, -3.216, -1.850)
H (-3.666, -4.752, -1.103)
H (-4.518, -3.385, -0.434)
H (-2.855, -5.456, 0.990)
H (-4.411, -4.769, 1.425)
H (-2.759, -3.857, 2.974)
H (-3.230, -2.565, 1.867)
H (-0.647, -4.130, 1.935)
H (-0.902, -2.391, 1.880)
H (-0.852, -4.414, -0.338)
H (-0.323, -2.735, -0.335)
C (2.420, -5.796, -1.389)
S (2.361, -4.004, -1.105)
C (2.260, -3.855, 0.625)
C (2.069, -2.614, 1.179)
S (1.874, -1.235, 0.193)
S (2.043, -2.534, 2.928)
C (2.253, -4.236, 3.203)
S (2.330, -4.874, 4.708)
S (2.376, -5.188, 1.738)
H (2.764, -5.905, -2.415)
H (1.427, -6.226, -1.281)
H (3.122, -6.267, -0.708)

These are the Mulliken partial charges, in e, on atoms 1 to 6: atom 1 (Ir): 3.125, atom 2 (F): -0.275, atom 3 (C): 0.493, atom 4 (C): 0.312, atom 5 (F): -0.279, atom 6 (C): 0.069

Relative energy (zero: lowest compared OMol25 entry of this formula, charge and spin) per entry: 7.9 370.4 kJ/mol